(1)
Computed, not measured: a molecular structure, C20H16BrF3NO6S4 in a non-equilibrium geometry, with ωB97M-V with the def2-TZVPD basis set.

Results
- energy above the lowest of the compared OMol25 structures with the same formula, charge and spin (kJ/mol) = 36.6
- charge = -1
- LUMO (eV) = 2.1
- orbital gap (eV) = 4.89

```
51
Properties=species:S:1:pos:R:3:forces:R:3
F 1.86010 -4.39787 0.62621 -0.951 0.821 0.144
C 0.86499 -3.46091 0.68621 -0.264 0.630 1.031
F -0.31505 -4.13101 0.70076 1.078 0.274 0.289
F 0.98829 -2.74872 1.84639 -0.097 -0.983 -0.931
S 1.01677 -2.44292 -0.81236 0.809 -0.192 -1.529
N 0.67756 -0.76235 -0.64726 0.966 -1.839 -0.146
S -0.76607 -0.40838 -1.60943 0.429 1.268 1.281
C -1.80787 -1.40958 -0.55122 -0.105 -0.916 -0.294
C -2.78486 -2.28024 -1.06290 0.180 0.426 0.125
C -3.53442 -3.05696 -0.17690 0.202 0.025 -0.074
C -3.31668 -2.94379 1.20340 -0.208 0.344 -0.072
C -2.37605 -2.04091 1.69696 -0.090 -0.709 -0.283
C -1.52764 -1.40134 0.80618 -0.313 0.796 0.572
O -0.88784 1.00014 -1.34544 -0.208 -1.511 -1.129
O -0.67525 -0.94354 -2.94220 -0.213 0.034 0.729
S 2.10507 0.24988 -0.90229 -0.951 1.815 0.445
C 3.45380 -0.66197 -0.19393 0.501 -0.753 -0.085
C 3.58243 -0.81996 1.18768 -0.226 0.100 -0.071
C 4.61921 -1.59891 1.70234 -0.141 0.107 -0.162
C 5.54467 -2.18467 0.83991 -0.075 0.081 -0.117
C 5.45437 -1.97114 -0.53876 0.032 -0.044 0.179
C 4.40318 -1.22242 -1.05398 -0.268 0.031 0.075
O 2.25555 0.37171 -2.33416 0.263 -0.302 0.918
O 1.87451 1.38904 -0.05333 0.958 -1.168 -1.270
H -2.90743 -2.35608 -2.13991 -0.127 0.041 0.163
H -4.29413 -3.74470 -0.56674 0.401 0.252 0.179
H -3.88510 -3.56284 1.89849 -0.016 0.259 -0.199
H -2.27236 -1.85259 2.76475 0.149 -0.284 -0.260
H -0.65315 -0.89067 1.20109 -0.565 0.332 -0.194
H 2.86236 -0.34554 1.84880 0.059 -0.066 -0.086
H 4.68795 -1.75158 2.78069 0.007 0.061 -0.338
H 6.33473 -2.81412 1.24571 -0.112 0.164 -0.103
H 6.19288 -2.40730 -1.21660 -0.274 0.139 0.251
H 4.28437 -1.08290 -2.12065 0.019 0.002 0.007
Br 0.70266 3.48521 1.69790 0.653 0.571 0.604
C -0.27806 1.91770 1.39761 -2.116 -0.673 -0.314
S -2.00308 2.14798 1.51303 2.277 0.751 -0.322
C -2.31666 3.29950 0.15160 0.392 -0.177 -0.115
C -1.81815 4.59467 0.22090 0.036 0.427 -0.195
C -1.66615 5.35493 -0.94194 -0.359 -0.160 -0.158
C -2.11477 4.85324 -2.17241 0.081 0.038 0.234
C -2.72334 3.59524 -2.21729 -0.082 0.043 0.153
C -2.80652 2.81474 -1.06447 -0.270 0.366 -0.068
O -2.74478 0.97405 1.10455 -0.220 -0.809 0.393
O -2.36260 2.80294 2.74960 -0.954 0.430 0.330
H 0.17586 1.03212 1.84655 -0.497 0.228 -0.074
H -1.52328 5.01281 1.17941 -0.005 -0.188 -0.222
H -1.18797 6.33367 -0.86778 -0.215 -0.225 -0.122
H -2.00247 5.43962 -3.09076 -0.008 -0.190 0.364
H -3.11751 3.19075 -3.15635 0.193 0.229 0.316
H -3.27206 1.83597 -1.11767 0.245 0.104 0.152
```
Positions in Å, forces in eV/Å.

Results of the Mulliken charge analysis, in e, for atoms 1 through 6:
1 F -0.243
2 C 0.837
3 F -0.208
4 F -0.215
5 S -0.147
6 N -0.151

=====

(2)
Computed, not measured: a molecular structure, C20H16Cl5N3Pd in a non-equilibrium geometry, with ωB97M-V with the def2-TZVPD basis set.

Results
- energy above the lowest of the compared OMol25 structures with the same formula, charge and spin (kJ/mol) = 53.2
- charge = +2
- LUMO (spin up / spin down) (eV) = -9.9 / -9.9
- orbital gap (spin up / spin down) (eV) = 4.49 / 4.49

```
45
Properties=species:S:1:pos:R:3:forces:R:3
Pd 1.81713 -0.97361 0.63678 0.139 -1.272 -0.055
Cl 2.03713 -0.91090 3.19031 -0.052 0.159 -0.055
C 1.68781 0.71780 2.63674 -0.059 0.162 0.028
C 1.47186 0.78589 1.28982 -0.054 0.180 -0.151
C 1.20979 1.93587 0.58553 -0.150 0.064 0.325
Cl 0.87682 1.92856 -1.09440 0.061 0.014 0.096
C 1.20656 3.11331 1.35572 -0.016 -0.017 -0.114
Cl 0.90337 4.59094 0.57396 0.001 0.060 0.006
C 1.43464 3.07555 2.74260 -0.016 0.029 -0.002
Cl 1.41830 4.51424 3.64055 -0.003 0.024 0.018
C 1.67815 1.86251 3.40951 0.032 -0.130 0.055
Cl 1.97045 1.75716 5.07779 0.000 0.031 -0.005
C 3.11411 -0.73733 -1.71220 0.019 -0.038 0.183
C 4.21260 -0.58291 -0.63471 0.081 -0.107 -0.003
C 5.59901 -1.01981 -1.15847 -0.065 0.019 -0.093
C 3.85277 -1.43198 0.51918 -0.141 0.248 0.137
H 3.18435 0.06665 -2.44264 -0.008 -0.012 -0.036
H 2.06540 -0.63801 -1.32933 0.003 0.113 -0.302
H 3.16415 -1.70938 -2.20292 0.046 0.007 -0.003
H 4.28176 0.45722 -0.30789 0.010 0.006 -0.011
H 5.59810 -2.06998 -1.45101 -0.015 0.009 0.000
H 6.38412 -0.85317 -0.42323 -0.021 0.008 0.012
H 5.81634 -0.41249 -2.03949 0.032 -0.020 0.006
H 4.23765 -1.20983 1.51116 0.109 -0.007 -0.043
H 3.66355 -2.49754 0.33515 0.079 -0.035 -0.053
N -7.84599 1.45513 -3.08167 0.034 -0.015 0.020
C -6.91993 1.02840 -2.55442 0.047 -0.026 0.016
C -5.75308 0.50024 -1.89512 -0.082 0.043 -0.044
C -4.52933 1.14899 -2.03505 0.023 0.029 -0.009
C -3.40810 0.65471 -1.39323 -0.069 0.078 0.011
C -3.52261 -0.49424 -0.62660 0.200 -0.102 0.069
C -4.73085 -1.15425 -0.48162 -0.070 -0.025 -0.101
C -5.85232 -0.64935 -1.11808 -0.004 -0.035 0.038
N -2.35236 -1.02127 0.03278 -0.202 0.015 0.100
C -2.33513 -1.71510 1.23073 -0.062 0.065 -0.084
C -1.04430 -2.02591 1.47745 0.233 -0.147 -0.066
N -0.25637 -1.56389 0.43030 -0.253 0.877 0.151
C -1.09636 -0.93543 -0.40043 0.144 -0.365 -0.131
H -4.46378 2.04678 -2.63352 -0.003 -0.002 0.001
H -2.47116 1.18990 -1.47491 0.028 -0.029 0.028
H -4.81087 -2.06889 0.08908 0.038 -0.003 0.018
H -6.80356 -1.15344 -1.02042 -0.001 0.008 -0.002
H -3.22945 -1.91552 1.79277 -0.010 0.018 -0.005
H -0.63592 -2.59201 2.29697 0.007 0.055 0.025
H -0.82449 -0.49360 -1.34352 -0.009 0.062 0.026
```
Positions in Å, forces in eV/Å.

Results of the Mulliken charge analysis, in e, for atoms 1 through 6:
1 Pd -0.722
2 Cl -0.021
3 C 0.758
4 C 0.142
5 C 0.198
6 Cl -0.071

=====

(3)
Computed, not measured: a single C20H16ClFN4S molecule in a non-equilibrium geometry, with ωB97M-V with the def2-TZVPD basis set.

Results
- SMILES = Nn1c(Cc2cccc3ccccc23)nnc1SCc1c(F)cccc1Cl
- energy above the lowest of the compared OMol25 structures with the same formula, charge and spin (kJ/mol) = 8.1
- charge = 0
- LUMO (eV) = 0.4
- orbital gap (eV) = 8.60

```
43
Properties=species:S:1:pos:R:3:forces:R:3
N -1.39331 -1.57139 1.32146 -0.237 -0.059 0.378
N -0.85304 -1.55402 0.04034 0.442 0.119 -0.703
C -1.53551 -1.69149 -1.14025 -0.010 -0.342 0.218
C -3.01604 -1.75135 -1.22199 0.075 0.075 0.075
C -3.57213 -0.36005 -1.01187 -0.063 0.127 -0.273
C -3.32137 0.56808 -1.99322 -0.062 -0.251 0.178
C -3.76954 1.88930 -1.88500 -0.132 0.204 0.128
C -4.47363 2.28193 -0.78236 0.084 0.035 -0.175
C -4.74841 1.36756 0.25426 0.109 -0.196 -0.036
C -5.46841 1.77028 1.39948 -0.105 -0.036 0.210
C -5.73086 0.89381 2.41263 -0.048 0.295 -0.070
C -5.27965 -0.43069 2.32005 0.125 -0.226 -0.077
C -4.58252 -0.85435 1.22325 -0.106 -0.184 0.197
C -4.29096 0.02205 0.15230 -0.102 0.343 -0.059
N -0.69202 -1.68314 -2.13202 -1.189 -0.103 -0.584
N 0.55090 -1.56563 -1.64082 0.889 0.068 0.565
C 0.45340 -1.47712 -0.34222 0.020 0.065 0.068
S 1.75717 -1.33162 0.80225 0.186 -0.009 0.158
C 3.11702 -1.01249 -0.39099 -0.302 -0.143 0.119
C 3.73194 0.32209 -0.14568 -0.004 0.118 0.008
C 3.02986 1.48974 -0.44293 0.223 0.118 0.086
F 1.78921 1.38172 -0.95206 0.164 -0.093 0.036
C 3.54461 2.75367 -0.23181 -0.169 -0.129 -0.075
C 4.81500 2.87463 0.30323 -0.030 -0.146 -0.007
C 5.54496 1.74426 0.62114 0.107 -0.027 0.052
C 5.00395 0.48626 0.40186 -0.242 0.367 -0.149
Cl 5.95350 -0.89483 0.82109 0.172 -0.186 0.098
H -1.90918 -0.70983 1.50035 0.276 -0.029 -0.092
H -0.63719 -1.65821 1.99594 -0.149 -0.012 -0.134
H -3.38816 -2.46098 -0.48542 -0.051 -0.042 -0.090
H -3.27686 -2.10195 -2.22112 0.026 -0.060 0.092
H -2.75773 0.26678 -2.86416 0.083 -0.052 -0.091
H -3.55376 2.58871 -2.67870 0.001 0.081 -0.050
H -4.82882 3.29772 -0.68443 -0.029 0.098 -0.001
H -5.80931 2.79436 1.45611 -0.036 0.092 0.018
H -6.28301 1.21043 3.28510 -0.043 0.058 0.050
H -5.48830 -1.12013 3.12501 -0.002 -0.082 0.039
H -4.24718 -1.87902 1.18765 0.018 -0.062 -0.003
H 2.63166 -1.07071 -1.36689 0.169 -0.035 0.014
H 3.84157 -1.81435 -0.26904 -0.106 0.093 -0.132
H 2.95072 3.61660 -0.48621 -0.083 0.072 -0.035
H 5.23642 3.85220 0.47545 0.045 0.092 0.017
H 6.53394 1.82963 1.04211 0.086 -0.017 0.034
```
Positions in Å, forces in eV/Å.

Results of the Mulliken charge analysis, in e, for atoms 1 through 6:
1 N -0.936
2 N 0.454
3 C 0.865
4 C -0.943
5 C 0.516
6 C -0.586